[1]
DFT (ωB97M-V/def2-TZVPD) results for the molecule C5H9N3 at a distorted geometry.

Geometry as XYZ:
```
17
Properties=species:S:1:pos:R:3:forces:R:3
C 1.2867 0.1093 -0.7220 -0.70 -1.67 -4.35
C -0.1748 -1.4184 -1.2831 -3.91 -0.69 -0.87
C -0.3687 -0.1081 -0.3616 4.54 0.36 2.21
C -0.3290 -0.5825 1.1505 1.53 -0.48 -0.74
C -0.3847 0.8850 1.8524 3.21 -3.94 3.68
H 1.8333 0.5952 -1.6815 -2.35 -0.12 1.55
H 1.9986 0.3825 -0.0226 0.92 0.11 2.29
H 1.7006 -1.6115 -1.9341 0.54 0.01 -0.22
H -0.5766 -1.3111 -2.4074 0.88 -0.08 2.27
H -0.6390 -2.4227 -0.8317 0.53 2.26 -0.93
H -1.2301 -1.3185 1.1770 1.56 1.26 0.90
H 0.7733 -1.1143 1.2607 -3.23 1.03 0.36
H 0.1553 1.0343 2.9662 -1.95 0.04 -3.33
H -1.0687 1.8391 -0.9601 0.13 -2.07 2.55
N 1.2227 -1.3686 -1.0899 1.08 0.62 0.71
N -0.6294 1.7491 0.9922 -0.26 1.65 1.43
N -1.0397 1.1358 -0.1000 -2.52 1.74 -7.52
```
Positions in Å, forces in eV/Å.

Computed properties:
Relative energy (zero: lowest compared OMol25 entry of this formula, charge and spin) in kcal/mol: 136.9
Largest force on an atom in eV/A: 8.12
HOMO in Eh: -0.307
E_LUMO in eV: 1.0
SMILES string: C1=NNC2(C1)CNC2
Gap between HOMO and LUMO in Ha: 0.344

Let us look at the Löwdin charges, expressed in e, one per atom: atom 1 (C): -0.099, atom 2 (C): -0.206, atom 3 (C): -0.335, atom 4 (C): -0.102, atom 5 (C): -0.163, atom 6 (H): 0.133, atom 7 (H): 0.046, atom 8 (H): 0.086, atom 9 (H): 0.135, atom 10 (H): 0.130, atom 11 (H): 0.121, atom 12 (H): 0.152, atom 13 (H): 0.154, atom 14 (H): 0.183, atom 15 (N): -0.117, atom 16 (N): -0.024, atom 17 (N): -0.093


[2]
DFT (ωB97M-V/def2-TZVPD) results for the molecule C5H9N3 at a distorted geometry.

Geometry as XYZ:
```
17
Properties=species:S:1:pos:R:3:forces:R:3
C -1.6448 -1.0637 -0.2950 0.67 -0.01 -0.50
C 1.4928 0.1381 0.8883 -0.19 -0.08 -0.18
C 0.3965 1.2590 -1.0192 -0.10 -0.17 0.04
N 0.3698 0.0846 -0.0949 -0.08 -0.41 -0.46
C -1.0191 -0.1248 0.5672 0.67 -0.27 0.94
N -1.1101 0.2888 1.7655 0.06 0.02 -0.74
C 0.3359 -1.2713 -0.8765 -0.86 0.77 0.90
N 1.0010 -1.9688 -1.5382 0.13 0.16 0.06
H -2.0200 0.0631 2.1604 -0.01 0.07 -0.11
H -1.8241 -0.7454 -1.3171 -0.19 0.07 0.04
H -2.4127 -1.6984 0.1332 0.06 -0.03 -0.10
H 2.4270 0.2751 0.3479 -0.09 -0.03 -0.06
H 1.5176 -0.7985 1.4389 -0.06 0.02 -0.05
H 1.3029 0.9592 1.5747 -0.04 0.00 -0.05
H -0.3237 1.0982 -1.8176 -0.05 -0.05 0.07
H 1.3840 1.3571 -1.4655 -0.01 -0.06 0.13
H 0.1269 2.1478 -0.4522 0.09 -0.01 0.05
```
Positions in Å, forces in eV/Å.

Computed properties:
Relative energy (zero: lowest compared OMol25 entry of this formula, charge and spin) in kcal/mol: 102.3
Largest force on an atom in eV/A: 1.46
HOMO in Eh: -0.281
E_LUMO in eV: 0.7
Gap between HOMO and LUMO in Ha: 0.305

Let us look at the Löwdin charges, expressed in e, one per atom: atom 1 (C): -0.007, atom 2 (C): -0.015, atom 3 (C): 0.003, atom 4 (N): -0.241, atom 5 (C): -0.441, atom 6 (N): 0.145, atom 7 (C): -0.340, atom 8 (N): 0.109, atom 9 (H): 0.065, atom 10 (H): 0.064, atom 11 (H): 0.067, atom 12 (H): 0.098, atom 13 (H): 0.103, atom 14 (H): 0.089, atom 15 (H): 0.098, atom 16 (H): 0.100, atom 17 (H): 0.104


[3]
DFT (ωB97M-V/def2-TZVPD) results for a structure of composition C5H9N3 at a distorted geometry.

Geometry as XYZ:
```
17
Properties=species:S:1:pos:R:3:forces:R:3
C -0.3247 -1.1086 -0.4928 0.66 -8.43 -3.25
C 1.3314 0.0225 0.7635 4.24 1.17 -3.15
C 0.2739 1.1250 0.3956 0.17 -3.37 2.01
C -1.2362 0.6923 0.7329 1.24 3.31 -0.45
C -1.1020 0.2282 -0.8059 -0.94 -1.37 2.91
H -0.2208 -3.1631 -0.4733 -0.29 1.63 -0.35
H 1.7524 -2.0326 -0.6984 -2.58 3.91 2.66
H 2.3596 0.5856 0.3730 -2.17 -1.48 0.97
H 1.5436 -0.0879 1.8651 -0.87 -0.52 -1.05
H 0.6127 1.9029 1.0213 0.35 1.75 -0.24
H -1.4399 1.9870 0.7713 -1.32 -4.05 0.27
H -1.4868 -0.0802 1.6054 0.32 2.15 -1.88
H -2.0518 0.3309 -1.4152 1.56 -1.05 0.29
H -0.3206 2.0457 -1.6282 1.32 -3.18 2.75
N -0.8089 -2.3514 -0.8020 -0.16 3.62 1.09
N 1.1007 -1.1746 -0.1657 -1.23 0.78 0.25
N 0.0173 1.0780 -1.0466 -0.30 5.15 -2.82
```
Positions in Å, forces in eV/Å.

Computed properties:
Relative energy (zero: lowest compared OMol25 entry of this formula, charge and spin) in kcal/mol: 155.9
Largest force on an atom in eV/A: 9.06
HOMO in Eh: -0.310
E_LUMO in eV: 0.7
Gap between HOMO and LUMO in Ha: 0.334

Let us look at the Löwdin charges, expressed in e, one per atom: atom 1 (C): -0.357, atom 2 (C): -0.171, atom 3 (C): -0.391, atom 4 (C): -0.068, atom 5 (C): -0.281, atom 6 (H): 0.031, atom 7 (H): 0.233, atom 8 (H): 0.142, atom 9 (H): 0.107, atom 10 (H): 0.102, atom 11 (H): 0.173, atom 12 (H): 0.141, atom 13 (H): 0.155, atom 14 (H): 0.203, atom 15 (N): 0.051, atom 16 (N): -0.040, atom 17 (N): -0.031


> What is the formula in the third record?

C5H9N3